No. 1
Density functional theory data (ωB97M-V/def2-TZVPD) for a molecular structure, C40H63ClNO10P4Pb.

Structure (XYZ):
```
120
C40H63ClNO10P4Pb | the OMol25 dataset | ωB97M-V/def2-TZVPD
Pb 0.05343 -0.84470 0.42351
Cl 0.58777 -3.27757 0.36690
P -1.43665 0.75484 -3.63292
P -2.04226 2.63650 -1.01873
P -3.78008 0.39771 -1.95382
P 2.77087 -0.39110 0.41603
O -3.21237 -0.92833 -1.46523
O -5.29054 0.38978 -1.78526
O -1.94920 3.39286 -2.36693
O -0.80620 2.30088 -0.13833
O -0.96670 -0.68617 -3.97300
O -1.02582 1.09374 -2.22317
O -1.05710 1.74463 -4.75823
O -2.80675 3.72416 -0.16965
O -3.16700 1.49929 -0.97085
O 1.17705 -0.32970 4.83395
N 0.40572 -0.64791 2.77993
C 4.55948 2.59108 -1.78831
C 3.44015 1.19260 -0.17858
C -6.49487 1.76003 -3.47106
C 1.43448 -0.58988 3.55596
C -2.15563 -2.33170 -5.32026
C -3.78981 -2.32071 -1.71692
C 3.03867 -1.75562 -1.94664
C 5.69680 -0.71772 3.15833
C 3.44458 -1.71476 -0.60923
C -1.95235 4.85046 -2.56008
C 2.89416 -0.71360 3.29120
C 4.43377 3.68175 -0.94166
C -6.28358 2.51561 -1.05383
C -2.67424 -1.80035 2.42671
C -6.42813 1.36780 -2.01828
C 3.67893 -0.91138 4.43222
C 3.31573 2.29579 0.67088
C -0.24833 -0.17812 4.99687
C 4.93427 -0.53220 2.01735
C 0.28585 -1.84172 -5.68111
C -3.24824 0.82148 -3.60442
C -0.99669 -2.99588 3.88872
C -2.59493 -3.22361 -1.84512
C 3.47044 -2.77717 -2.77451
C 5.06101 -0.93341 4.36839
C 3.54024 -0.55640 2.05312
C 0.35966 2.01797 -5.16046
C 4.22561 -2.74563 -0.09910
C 0.06045 3.37943 0.34938
C 4.27517 -3.78914 -2.26593
C -3.22581 3.51366 1.19986
C 0.33474 2.27993 -6.64226
C -4.70884 -2.65378 -0.57130
C 4.06537 1.34681 -1.41248
C -1.07086 -1.28064 -5.34509
C 0.87359 3.17148 -4.33082
C 3.81192 3.53302 0.29369
C -1.75681 -1.69500 3.64264
C -0.82003 -0.47538 3.60594
C 4.63912 -3.77811 -0.93000
H -0.47547 4.32520 0.38415
H -3.71058 0.14534 -4.32621
H -5.49040 -1.90849 -0.43893
H -0.57139 -0.89699 5.74625
H -0.29092 3.14394 -6.86703
H -2.09982 -3.35127 -0.88116
H -2.12500 -2.06753 1.51800
H -3.55485 1.84542 -3.82651
H -5.42743 3.14689 -1.30399
H -1.69787 -3.81476 4.04683
H 0.36960 4.09916 -4.60625
H -7.18243 3.12923 -1.11671
H -2.93368 -4.20134 -2.18924
H -3.69125 2.53563 1.31020
H -3.94470 4.29496 1.42137
H -0.36477 -2.93838 4.77819
H 3.18202 -2.79202 -3.81594
H 0.92286 3.43253 -0.30944
H 0.60155 -2.52624 -4.89457
H -4.14258 -2.75766 0.35419
H -5.69666 2.45230 -3.74487
H 0.93087 1.11376 -4.93854
H -4.34267 -2.24590 -2.65582
H -1.36544 0.38466 3.20413
H -5.18801 -3.61001 -0.78633
H 5.43576 -0.37888 1.06896
H 2.38363 -0.98471 -2.34519
H 1.94037 3.29497 -4.51856
H 4.51270 -2.75980 0.94318
H -1.84898 -3.19621 -4.73143
H 5.24736 -4.57605 -0.52644
H -0.43849 0.82972 5.35838
H -2.36765 3.60372 1.86359
H -3.09508 -1.94824 -4.91789
H 4.21170 0.49827 -2.06521
H -0.36383 -3.25637 3.03999
H 4.61188 -4.58885 -2.91168
H 0.22051 -2.40075 -6.61483
H -1.33900 -0.46952 -6.02454
H 4.84513 4.64072 -1.22759
H 1.34752 2.49148 -6.98562
H -3.41138 -2.58818 2.58473
H 6.77651 -0.69708 3.09669
H -6.19090 2.16223 -0.02742
H 3.74231 4.37408 0.97157
H 5.63467 -1.10124 5.26946
H 2.86622 2.17756 1.65210
H -2.34475 -2.66651 -6.34006
H 5.06955 2.69942 -2.73673
H 0.36729 3.08687 1.34862
H -0.93738 5.20904 -2.41560
H -2.64451 5.31817 -1.87008
H -2.39856 -1.51093 4.51082
H -1.87080 -2.83124 -2.55864
H -3.21626 -0.86734 2.24660
H 3.19769 -1.04409 5.38844
H -6.48023 0.89135 -4.12890
H -2.26362 4.99848 -3.58804
H 1.04128 -1.06655 -5.80580
H -7.43968 2.27806 -3.63754
H -0.03918 1.42080 -7.19827
H 0.73982 2.98315 -3.26426
H -7.27950 0.74648 -1.75389
```

## Properties
- LUMO energy: -0.235 Ha
- Electronic energy: -119378.99633 eV
- Relative energy (zero: lowest compared OMol25 entry of this formula, charge and spin): 0.000 eV
- E_HOMO: -14.999 eV
- Maximum force: 0.49 eV/Å
- Kohn-Sham gap: 8.60 eV
- Charge: +3
- M: 1084.5 u

---

No. 2
Density functional theory data (ωB97M-V/def2-TZVPD) for 10 unconnected molecules or ions with the total composition C40H64O18.

Structure (XYZ):
```
122
C40H64O18 | the OMol25 dataset | ωB97M-V/def2-TZVPD
O 4.18239 12.02855 -29.69268
O 12.58793 16.26695 -29.36234
O 9.70054 11.56990 -30.26050
O 6.71265 6.63806 -29.44789
O 14.46012 11.17981 -28.88332
O 11.33557 16.54614 -31.20124
O 8.95415 13.64813 -26.29727
O 9.86848 8.49446 -25.45908
O 8.25061 5.72675 -34.04536
O 3.01119 10.19792 -30.48664
O 10.69087 12.28323 -25.82514
O 9.29457 13.02046 -35.36451
O 7.83102 14.64960 -32.04304
O 14.29401 11.44365 -26.77440
O 8.30245 8.05231 -23.91319
O 9.96292 15.09594 -35.93976
O 4.72732 6.77449 -28.45170
O 6.53046 12.81362 -32.29168
C 8.36052 10.92839 -28.43615
C 11.73288 15.86147 -30.28224
C 7.88519 15.82580 -31.22342
C 6.87723 13.81216 -31.61906
C 8.84040 12.01289 -24.41949
C 13.91372 10.82292 -27.77185
C 7.08662 7.42930 -23.75961
C 9.44835 12.15602 -34.23475
C 9.92914 14.19546 -35.07857
C 8.02528 8.02223 -33.40825
C 12.87182 9.73104 -27.88849
C 11.27443 14.47402 -29.87965
C 9.21713 12.00915 -29.03405
C 7.30966 6.85198 -34.05032
C 9.28877 7.38133 -32.82808
C 7.78139 5.69587 -29.62379
C 6.33891 14.24105 -30.28409
C 4.87213 9.08755 -31.36137
C 12.41224 13.99286 -28.99554
C 6.83519 6.70034 -25.05500
C 8.90804 9.75777 -29.23306
C 9.47973 12.81133 -25.55894
C 12.94230 15.22197 -28.34668
C 10.79355 12.57272 -33.59945
C 10.65313 14.07515 -33.73908
C 8.74549 8.11390 -25.17402
C 7.71421 7.40312 -26.05318
C 7.22149 15.41015 -29.90089
C 9.19866 10.31619 -30.59012
C 9.52936 6.22698 -33.82230
C 13.83702 10.53921 -30.00599
C 7.41278 4.49496 -28.72338
C 5.34146 9.94959 -30.25411
C 3.34159 8.90321 -30.95946
C 11.09552 11.26321 -24.97239
C 13.25079 9.31877 -29.32019
C 5.94453 4.57287 -28.52848
C 4.17209 10.88662 -30.10384
C 10.11992 11.47004 -23.76081
C 5.69438 6.07689 -28.84516
H 10.96064 13.83102 -30.70195
H 9.44767 11.10520 -34.52438
H 13.01148 8.91035 -27.18490
H 12.11520 11.53339 -24.69788
H 5.81339 6.56114 -25.40805
H 13.09560 11.11639 -30.55848
H 8.49690 10.77916 -27.36506
H 7.23643 16.63843 -31.55030
H 8.17834 12.65094 -23.83409
H 8.78103 6.06100 -29.38822
H 13.99612 8.52633 -29.38819
H 8.25734 11.18912 -24.83125
H 6.26862 10.45157 -30.53065
H 8.57934 12.34157 -33.60349
H 2.67569 8.53823 -31.74141
H 12.43180 15.50174 -27.42515
H 6.40339 13.45180 -29.53507
H 12.33839 9.00401 -29.82670
H 3.28691 8.25953 -30.08150
H 10.00254 14.61434 -33.05053
H 8.53051 12.84694 -29.15549
H 7.52037 8.70523 -32.72511
H 10.13823 5.49543 -33.29106
H 7.11668 7.09197 -35.09590
H 4.90106 9.54403 -32.35076
H 11.10261 10.32018 -25.51896
H 5.31774 14.57941 -30.45972
H 9.76026 9.35904 -28.68276
H 10.09685 8.10199 -32.70257
H 7.70140 3.56163 -29.20681
H 7.33064 11.17018 -28.69881
H 6.22857 8.05696 -23.51906
H 8.12463 9.00102 -29.27451
H 7.99166 15.09704 -29.19597
H 7.19392 5.67295 -24.99267
H 10.01879 9.81292 -31.10220
H 10.92000 12.14658 -32.60419
H 5.41708 8.14358 -31.36861
H 6.59986 16.22421 -29.52809
H 5.53829 9.39860 -29.33446
H 8.26017 6.62285 -26.58348
H 7.87862 4.61461 -27.74524
H 8.37799 10.41488 -31.30063
H 10.05876 12.23925 -28.38075
H 11.59868 14.61674 -33.76570
H 8.32000 8.71195 -34.19915
H 7.19971 8.07397 -26.74118
H 14.61533 10.30586 -30.73255
H 7.65445 5.35972 -30.65286
H 11.67110 12.24255 -34.15533
H 9.93228 6.44120 -34.81217
H 13.20324 13.49125 -29.55304
H 8.84426 16.33478 -31.12732
H 9.92223 10.52666 -23.25186
H 7.22939 6.69476 -22.96704
H 6.48814 6.55252 -33.39951
H 12.13039 13.19778 -28.30524
H 8.99278 7.00853 -31.84751
H 5.62734 4.28482 -27.52622
H 11.87503 10.14833 -27.74567
H 14.01583 15.28069 -28.16723
H 10.62055 12.15633 -23.07783
H 5.32541 3.98870 -29.20931
H 10.36216 14.53949 -29.28672
```

## Properties
- LUMO energy (alpha / beta): -0.093 / -0.326 Ha
- Spin multiplicity: 2
- <S²>: 0.75
- Electronic energy: -79362.20324 eV
- E_HOMO (alpha / beta): -11.710 / -11.706 eV
- Maximum force: 5.79 eV/Å
- Kohn-Sham gap (alpha / beta): 9.18 / 2.85 eV
- Charge: +1
- M: 832.9 u

---

> The highest maximum force belongs to which entry?

C40H64O18